Entry 1:
A 11-piece molecular cluster, C24H62N2O9S9 overall in a non-equilibrium geometry. Source: OMol25; level of theory: ωB97M-V/def2-TZVPD.

Results
Net charge = 0
Orbital gap = 8.120 eV
Energy relative to the best compared isomer or geometry (same formula, charge and spin) = 30.4 kcal per mole
LUMO = -0.020 eV

Each line ends with the Mulliken charge.
Positions of all 106 atoms, in Å:
C (-0.75, 7.79, 0.67)  -0.927
S (-1.53, 6.31, -0.20)  0.454
O (-0.83, 5.12, 0.43)  -0.578
C (-3.20, 6.29, 0.63)  -0.837
H (-1.16, 8.70, 0.22)  0.345
H (0.30, 7.91, 0.39)  0.338
H (-0.85, 7.62, 1.74)  0.292
H (-3.87, 6.96, 0.08)  0.342
H (-3.10, 6.74, 1.62)  0.269
H (-3.55, 5.27, 0.52)  0.301
C (9.67, -3.32, 1.29)  -0.867
S (8.33, -2.34, 0.42)  0.486
O (8.61, -2.26, -1.08)  -0.606
C (6.92, -3.51, 0.52)  -0.934
H (9.68, -4.34, 0.92)  0.286
H (9.60, -3.35, 2.38)  0.339
H (10.59, -2.81, 1.00)  0.302
H (6.59, -3.60, 1.56)  0.350
H (7.01, -4.52, 0.14)  0.328
H (6.05, -3.11, -0.01)  0.314
C (-4.85, -0.42, -8.21)  -0.884
S (-6.11, -0.83, -6.87)  0.479
O (-5.95, -2.34, -6.65)  -0.615
C (-5.24, -0.17, -5.42)  -0.852
H (-5.13, -0.79, -9.20)  0.319
H (-3.94, -0.93, -7.90)  0.292
H (-4.80, 0.67, -8.30)  0.326
H (-5.71, -0.46, -4.48)  0.324
H (-5.19, 0.91, -5.54)  0.339
H (-4.20, -0.51, -5.41)  0.269
C (5.70, 2.04, -5.97)  -0.831
S (5.83, 2.32, -7.78)  0.472
O (5.41, 3.81, -8.04)  -0.624
C (7.68, 2.46, -7.99)  -0.870
H (6.02, 2.95, -5.46)  0.286
H (6.21, 1.12, -5.68)  0.338
H (4.68, 1.72, -5.78)  0.299
H (8.24, 1.64, -7.53)  0.334
H (8.03, 3.39, -7.54)  0.298
H (7.83, 2.58, -9.06)  0.297
C (6.23, 4.62, 1.96)  -0.892
S (4.81, 4.59, 0.78)  0.512
O (5.25, 5.23, -0.51)  -0.619
C (4.64, 2.80, 0.44)  -0.818
H (7.08, 4.17, 1.44)  0.293
H (6.14, 4.05, 2.88)  0.342
H (6.39, 5.67, 2.22)  0.293
H (3.64, 2.68, 0.02)  0.281
H (4.73, 2.22, 1.36)  0.313
H (5.48, 2.52, -0.19)  0.298
C (2.16, 1.21, 7.98)  -0.870
S (2.77, 2.11, 6.53)  0.489
O (3.49, 1.08, 5.66)  -0.610
C (1.24, 2.71, 5.68)  -0.910
H (1.47, 1.86, 8.52)  0.328
H (3.01, 1.12, 8.65)  0.304
H (1.70, 0.24, 7.78)  0.308
H (0.79, 1.88, 5.14)  0.307
H (1.42, 3.36, 4.83)  0.338
H (0.46, 3.14, 6.31)  0.317
C (-4.30, 1.45, 6.83)  -0.900
S (-5.14, 2.30, 5.35)  0.486
O (-5.13, 1.09, 4.37)  -0.613
C (-6.80, 2.39, 6.06)  -0.918
H (-3.55, 0.77, 6.45)  0.329
H (-5.00, 0.80, 7.34)  0.307
H (-3.77, 2.13, 7.51)  0.324
H (-6.71, 2.81, 7.06)  0.356
H (-7.02, 1.34, 6.26)  0.310
H (-7.57, 2.83, 5.44)  0.317
C (-8.90, -5.37, -1.64)  -0.824
S (-10.49, -4.59, -1.98)  0.503
O (-11.29, -5.53, -2.82)  -0.616
C (-11.36, -4.54, -0.33)  -0.903
H (-8.65, -5.87, -2.58)  0.323
H (-9.17, -6.10, -0.89)  0.271
H (-8.12, -4.64, -1.42)  0.312
H (-11.11, -3.68, 0.29)  0.333
H (-11.19, -5.47, 0.22)  0.292
H (-12.41, -4.43, -0.59)  0.310
C (2.83, -8.36, 3.08)  -0.910
S (1.10, -8.03, 2.73)  0.495
O (0.30, -8.31, 3.99)  -0.611
C (1.51, -6.24, 2.69)  -0.912
H (3.30, -8.48, 2.11)  0.339
H (2.82, -9.31, 3.61)  0.334
H (3.39, -7.60, 3.64)  0.302
H (2.31, -6.10, 1.96)  0.314
H (1.81, -5.85, 3.67)  0.319
H (0.66, -5.71, 2.26)  0.329
C (-0.61, 2.36, -4.19)  -0.694
C (-0.16, 1.38, -5.20)  0.313
N (0.21, 0.58, -5.93)  -0.395
H (-1.36, 1.88, -3.56)  0.249
H (-0.96, 3.26, -4.69)  0.272
H (0.19, 2.59, -3.49)  0.257
N (-1.77, -1.48, 0.36)  0.019
C (-0.47, -1.06, 0.11)  -0.636
C (-0.12, -1.67, -1.10)  -0.265
C (-1.15, -2.49, -1.54)  -0.547
C (-2.21, -2.30, -0.62)  -0.432
H (-2.36, -1.12, 1.10)  0.192
H (0.00, -0.26, 0.67)  0.424
H (0.82, -1.50, -1.62)  0.424
H (-1.18, -3.10, -2.43)  0.409
H (-3.18, -2.76, -0.52)  0.418

Entry 2:
C24H62N3O10V as an isolated structure in a non-equilibrium geometry. Source: OMol25; level of theory: ωB97M-V/def2-TZVPD.

Results
<S²> = 0.80
Net charge = +1
Orbital gap (alpha / beta) = 5.170 / 5.447 eV
Spin multiplicity = 2
LUMO (alpha / beta) = -5.192 / -4.915 eV

Each line ends with the Löwdin spin population.
Positions of all 100 atoms, in Å:
O (3.55, 1.32, 0.04)  -0.226
V (2.72, 2.59, -0.36)  1.238
C (-1.18, 0.07, -0.23)  -0.002
C (0.04, 0.55, -0.94)  -0.002
O (0.77, 1.59, -0.40)  -0.001
H (-1.50, -0.93, -0.52)  0.000
H (-2.01, 0.68, -0.60)  0.000
H (-1.25, 0.19, 0.85)  0.000
H (-0.15, 0.64, -2.01)  0.001
H (0.76, -0.27, -1.02)  -0.003
C (-3.96, 3.05, -0.83)  0.000
C (-2.93, 3.45, 0.31)  0.000
O (-2.64, 4.77, -0.09)  0.000
H (-3.73, 3.37, -1.84)  0.000
H (-4.94, 3.47, -0.57)  0.000
H (-4.03, 1.96, -0.86)  0.000
H (-2.06, 2.81, 0.21)  0.000
H (-3.43, 3.47, 1.28)  0.000
H (-1.89, 4.78, -0.69)  0.000
C (-3.18, 0.46, -5.11)  0.000
C (-3.22, -0.08, -3.66)  0.000
O (-1.95, -0.71, -3.38)  0.000
H (-4.07, 1.04, -5.37)  0.000
H (-3.17, -0.38, -5.80)  0.000
H (-2.32, 1.08, -5.35)  0.000
H (-4.04, -0.77, -3.46)  0.000
H (-3.30, 0.78, -2.99)  0.000
H (-1.54, -0.16, -2.71)  0.000
C (0.81, -2.44, -4.81)  0.000
O (1.80, -3.26, -4.30)  0.000
C (3.10, -3.42, -4.91)  0.000
C (4.03, -3.30, -3.68)  0.000
N (3.81, -1.93, -3.11)  0.000
C (4.25, -1.79, -1.71)  0.000
C (3.14, -2.36, -0.83)  0.000
O (3.31, -1.99, 0.62)  -0.001
C (2.21, -2.23, 1.50)  0.000
H (1.13, -1.43, -5.09)  0.000
H (0.24, -2.09, -3.95)  0.000
H (0.30, -2.96, -5.62)  0.000
H (3.49, -2.59, -5.49)  0.000
H (3.16, -4.28, -5.56)  0.000
H (5.06, -3.47, -3.99)  0.000
H (3.76, -4.03, -2.92)  0.000
H (2.84, -1.66, -3.00)  0.000
H (4.30, -0.72, -1.54)  0.000
H (5.24, -2.23, -1.58)  0.000
H (3.00, -3.43, -0.94)  0.000
H (2.18, -1.96, -1.14)  0.000
H (1.37, -1.63, 1.13)  0.000
H (2.44, -1.95, 2.53)  0.000
H (1.95, -3.28, 1.41)  0.000
C (5.24, 1.76, 4.26)  0.000
O (4.68, 1.27, 2.99)  0.000
C (3.31, 0.91, 3.02)  -0.001
C (2.35, 2.06, 2.95)  0.000
N (2.57, 3.18, 2.00)  -0.011
C (1.26, 3.93, 1.96)  0.000
C (1.35, 5.03, 0.94)  0.001
O (1.58, 4.37, -0.33)  0.006
C (1.54, 5.44, -1.25)  0.002
H (4.41, 2.35, 4.65)  0.000
H (6.09, 2.43, 4.12)  0.000
H (5.50, 0.95, 4.95)  0.000
H (2.97, 0.28, 3.85)  0.000
H (3.22, 0.37, 2.08)  -0.001
H (2.30, 2.50, 3.94)  0.000
H (1.33, 1.67, 2.87)  0.000
H (3.12, 3.83, 2.55)  0.000
H (1.11, 4.40, 2.93)  0.000
H (0.41, 3.36, 1.59)  0.000
H (2.16, 5.65, 1.32)  0.000
H (0.45, 5.65, 1.03)  0.000
H (2.24, 6.23, -0.99)  0.000
H (0.63, 6.04, -1.23)  0.000
H (1.61, 5.19, -2.31)  0.000
C (-6.01, -1.75, 0.70)  0.000
O (-4.86, -1.59, 1.54)  0.000
C (-5.00, -1.61, 2.96)  0.000
C (-3.68, -2.21, 3.76)  0.000
N (-2.52, -1.45, 3.33)  0.000
C (-1.18, -1.97, 3.68)  0.000
C (-0.81, -3.32, 2.94)  0.000
O (-0.50, -2.98, 1.59)  0.000
C (-1.39, -3.58, 0.59)  0.000
H (-6.55, -0.81, 0.82)  0.000
H (-6.58, -2.59, 1.09)  0.000
H (-5.82, -1.86, -0.37)  0.000
H (-5.87, -2.23, 3.15)  0.000
H (-5.27, -0.60, 3.28)  0.000
H (-3.48, -3.27, 3.59)  0.000
H (-3.74, -2.01, 4.83)  0.000
H (-2.55, -1.41, 2.32)  0.000
H (-1.07, -1.97, 4.76)  0.000
H (-0.51, -1.20, 3.29)  0.000
H (-1.55, -4.12, 2.91)  0.000
H (0.07, -3.71, 3.46)  0.000
H (-2.44, -3.36, 0.75)  0.000
H (-1.26, -4.66, 0.56)  0.000
H (-1.14, -3.03, -0.33)  0.000

Entry 3:
A 13-piece molecular cluster, C24H62NO15 overall in a non-equilibrium geometry. Source: OMol25; level of theory: ωB97M-V/def2-TZVPD.

Results
Net charge = +1
Orbital gap = 6.371 eV
LUMO = -4.268 eV

Each line ends with the Mulliken charge.
Positions of all 102 atoms, in Å:
C (6.28, -0.73, 1.30)  -0.563
C (5.17, -1.32, 0.57)  -0.319
C (4.40, -0.63, -0.67)  -0.197
N (3.04, -0.25, -0.13)  0.507
C (1.88, -0.76, -0.81)  -0.183
C (0.48, -0.41, -0.28)  -0.799
C (0.40, 0.46, 1.01)  0.758
C (-1.00, 0.90, 1.69)  -0.577
C (-1.14, -0.06, 3.00)  0.079
O (-0.87, -1.29, 2.93)  -0.610
C (1.70, 0.97, 1.73)  0.028
C (1.67, 1.84, 3.09)  -0.439
C (2.27, 3.31, 2.88)  0.319
O (1.54, 4.11, 2.23)  -0.493
O (3.53, 3.73, 3.40)  -0.453
C (3.04, 0.56, 1.06)  0.015
H (7.37, -0.84, 0.93)  0.309
H (6.00, -0.10, 2.23)  0.215
H (4.76, -2.34, 0.92)  0.277
H (4.95, 0.27, -1.11)  0.255
H (4.23, -1.47, -1.45)  -0.005
H (1.99, -1.42, -1.74)  0.385
H (-0.51, -0.73, -0.75)  0.490
H (-1.89, 0.75, 0.97)  0.383
H (-0.97, 2.01, 1.97)  0.064
H (-1.45, 0.38, 4.01)  0.386
H (2.30, 1.28, 3.88)  0.417
H (0.62, 1.93, 3.54)  0.168
H (4.25, 3.37, 2.82)  0.348
H (4.00, 0.94, 1.57)  0.056
C (-1.43, 0.86, -3.35)  -0.605
O (-1.11, -0.46, -2.92)  -0.453
H (-2.03, 1.34, -2.58)  0.201
H (-0.50, 1.43, -3.50)  0.282
H (-1.99, 0.82, -4.28)  0.338
H (-0.58, -0.87, -3.62)  0.267
C (-4.95, 2.54, 1.49)  -0.556
O (-4.13, 1.43, 1.15)  -0.418
H (-4.34, 3.29, 1.99)  0.162
H (-5.39, 2.96, 0.59)  0.270
H (-5.74, 2.21, 2.17)  0.283
H (-4.70, 0.77, 0.72)  0.247
C (-4.62, -0.84, -3.00)  -0.247
O (-5.39, -0.47, -4.13)  -0.607
H (-4.43, 0.05, -2.40)  0.069
H (-5.16, -1.57, -2.41)  0.300
H (-3.66, -1.26, -3.33)  0.165
H (-5.55, -1.27, -4.65)  0.329
C (8.68, 2.15, 1.62)  -0.553
O (7.52, 2.29, 2.42)  -0.473
H (8.46, 1.46, 0.80)  0.226
H (8.97, 3.12, 1.21)  0.275
H (9.49, 1.74, 2.22)  0.243
H (7.74, 2.90, 3.14)  0.286
C (11.50, 4.30, 3.49)  -0.551
O (10.91, 3.01, 3.36)  -0.453
H (10.81, 5.05, 3.11)  0.214
H (11.70, 4.51, 4.55)  0.260
H (12.43, 4.34, 2.92)  0.265
H (11.55, 2.37, 3.71)  0.276
C (-3.25, -3.85, 2.87)  -0.401
O (-2.22, -3.68, 1.90)  -0.510
H (-3.75, -4.80, 2.68)  0.291
H (-2.82, -3.86, 3.87)  0.284
H (-3.97, -3.03, 2.78)  0.056
H (-1.80, -2.84, 2.09)  0.355
C (-6.92, -3.07, 4.59)  -0.502
O (-7.36, -2.98, 3.25)  -0.486
H (-7.79, -3.09, 5.25)  0.255
H (-6.33, -3.98, 4.73)  0.221
H (-6.31, -2.19, 4.84)  0.225
H (-6.57, -2.96, 2.69)  0.285
C (-8.59, -2.53, -3.09)  -0.354
O (-7.52, -2.05, -3.90)  -0.477
H (-8.92, -3.49, -3.47)  0.004
H (-8.23, -2.65, -2.06)  0.245
H (-9.42, -1.82, -3.12)  0.275
H (-7.25, -1.20, -3.54)  0.310
C (5.78, -2.26, -3.94)  -0.469
O (4.48, -2.83, -3.83)  -0.509
H (5.71, -1.33, -4.50)  0.166
H (6.17, -2.06, -2.94)  0.186
H (6.44, -2.95, -4.47)  0.329
H (4.57, -3.66, -3.33)  0.300
C (3.66, 2.04, -3.52)  -0.535
O (4.48, 0.94, -3.87)  -0.444
H (4.27, 2.80, -3.03)  0.241
H (3.21, 2.47, -4.42)  0.332
H (2.87, 1.72, -2.84)  0.110
H (3.91, 0.29, -4.30)  0.289
C (-1.31, 5.47, 1.44)  -0.294
O (-2.47, 5.63, 2.24)  -0.512
H (-1.53, 4.78, 0.62)  0.179
H (-1.01, 6.44, 1.02)  0.333
H (-0.50, 5.07, 2.05)  0.078
H (-2.25, 6.25, 2.95)  0.289
C (-9.87, -6.55, -4.64)  -0.465
O (-10.65, -5.55, -5.26)  -0.492
H (-10.54, -7.32, -4.24)  0.228
H (-9.20, -7.01, -5.37)  0.230
H (-9.29, -6.12, -3.82)  0.199
H (-10.03, -4.89, -5.61)  0.296

Entry 4:
C24H63BaF6HgN3O19S2 as an isolated structure in a non-equilibrium geometry. Source: OMol25; level of theory: ωB97M-V/def2-TZVPD.

Results
<S²> = 0.75
Net charge = +1
Orbital gap (alpha / beta) = 5.960 / 6.898 eV
Spin multiplicity = 2
LUMO (alpha / beta) = -3.775 / -3.936 eV

Each line ends with the Löwdin spin population.
Positions of all 119 atoms, in Å:
Ba (36.45, 14.63, 5.10)  0.048
Hg (34.50, 15.51, 0.89)  0.476
C (35.91, 10.73, 1.49)  0.005
F (35.54, 10.58, 0.22)  0.001
F (35.71, 9.58, 2.22)  0.001
F (37.21, 11.10, 1.49)  0.001
S (34.79, 12.17, 2.26)  0.019
O (35.36, 12.46, 3.63)  0.003
O (34.90, 13.33, 1.42)  0.078
O (33.42, 11.69, 2.36)  0.001
C (39.49, 15.02, 0.36)  0.007
F (39.25, 15.16, -0.99)  0.001
F (39.67, 13.74, 0.61)  0.001
F (40.58, 15.61, 0.77)  0.002
S (37.97, 15.69, 1.35)  0.027
O (36.77, 15.44, 0.60)  0.104
O (37.99, 14.96, 2.67)  0.006
O (38.22, 17.14, 1.51)  0.003
C (35.56, 11.65, -3.30)  0.000
C (34.47, 10.73, -2.85)  0.000
O (33.28, 10.98, -3.58)  0.000
O (35.18, 12.96, -3.59)  0.000
H (36.05, 10.98, -4.01)  0.000
H (36.24, 11.61, -2.45)  0.000
H (34.13, 10.96, -1.84)  0.000
H (34.85, 9.72, -2.71)  0.000
H (33.31, 11.89, -3.90)  0.000
H (35.72, 13.14, -4.36)  0.000
C (30.85, 10.34, -1.23)  0.000
C (31.42, 10.00, 0.17)  0.000
O (31.27, 8.64, 0.56)  0.000
O (31.20, 9.29, -2.13)  0.000
H (31.16, 11.31, -1.62)  0.000
H (29.79, 10.57, -1.21)  0.000
H (30.86, 10.67, 0.82)  0.000
H (32.48, 10.21, 0.29)  0.000
H (32.11, 8.18, 0.52)  0.000
H (31.84, 9.62, -2.77)  0.000
C (33.20, 10.01, 5.14)  0.000
C (33.66, 8.79, 5.96)  0.000
O (32.87, 8.54, 7.09)  0.000
O (33.45, 11.28, 5.70)  0.000
H (32.20, 10.02, 4.71)  0.000
H (33.76, 9.94, 4.21)  0.000
H (34.68, 8.89, 6.34)  0.000
H (33.60, 8.02, 5.19)  0.000
H (33.04, 9.25, 7.71)  0.000
H (34.35, 11.55, 5.53)  0.000
C (30.42, 12.12, 4.63)  0.000
C (29.16, 13.05, 4.95)  0.000
O (29.32, 13.86, 6.15)  0.000
O (31.50, 12.91, 5.05)  0.000
H (30.64, 11.90, 3.59)  0.000
H (30.37, 11.12, 5.05)  0.000
H (28.24, 12.47, 4.85)  0.000
H (29.02, 13.85, 4.23)  0.000
H (28.52, 14.39, 6.21)  0.000
H (32.26, 12.35, 4.88)  0.000
C (33.54, 6.46, 2.75)  0.000
C (33.55, 5.98, 1.31)  0.000
O (33.45, 7.01, 0.36)  0.000
O (34.79, 7.04, 3.16)  0.000
H (33.46, 5.56, 3.36)  0.000
H (32.66, 7.00, 3.10)  0.000
H (32.72, 5.31, 1.11)  0.000
H (34.50, 5.48, 1.12)  0.000
H (34.29, 7.39, 0.09)  0.000
H (35.06, 7.80, 2.64)  0.000
C (32.95, 15.20, -3.23)  0.001
C (33.04, 15.36, -1.71)  0.011
C (32.14, 14.32, -0.99)  0.007
O (32.27, 14.69, 0.32)  0.103
C (31.30, 14.24, 1.33)  0.013
N (34.49, 15.30, -1.46)  0.062
H (32.05, 14.68, -3.55)  0.000
H (33.82, 14.79, -3.74)  0.001
H (32.94, 16.21, -3.62)  0.000
H (32.78, 16.34, -1.31)  0.006
H (32.26, 13.27, -1.26)  0.001
H (31.09, 14.47, -1.24)  0.001
H (30.30, 14.55, 1.06)  0.000
H (31.57, 14.48, 2.36)  0.006
H (31.39, 13.15, 1.42)  0.000
H (34.82, 15.86, -2.24)  0.001
H (34.70, 14.36, -1.76)  0.000
C (41.08, 14.16, 6.28)  0.000
C (39.74, 13.76, 5.67)  0.000
C (39.55, 12.26, 5.31)  0.000
O (38.26, 12.04, 4.78)  0.000
C (37.70, 10.76, 5.13)  0.000
N (38.72, 14.32, 6.59)  0.001
H (41.32, 13.78, 7.27)  0.000
H (41.18, 15.24, 6.33)  0.000
H (41.87, 13.74, 5.66)  0.000
H (39.69, 14.26, 4.70)  0.000
H (39.69, 11.68, 6.23)  0.000
H (40.32, 11.90, 4.63)  0.000
H (37.55, 10.58, 6.19)  0.000
H (38.42, 9.99, 4.84)  0.000
H (36.71, 10.67, 4.68)  0.000
H (38.81, 13.85, 7.49)  0.000
H (38.94, 15.29, 6.75)  0.000
C (38.54, 9.61, -2.08)  0.000
C (39.39, 10.38, -1.12)  0.000
C (40.83, 10.57, -1.68)  0.000
O (41.70, 11.28, -0.82)  0.000
C (43.04, 11.02, -1.26)  0.000
N (38.74, 11.67, -0.97)  0.000
H (37.51, 9.58, -1.71)  0.000
H (38.89, 8.59, -2.21)  0.000
H (38.58, 10.18, -3.01)  0.000
H (39.45, 9.82, -0.19)  0.000
H (40.93, 11.02, -2.67)  0.000
H (41.21, 9.58, -1.95)  0.000
H (43.34, 11.83, -1.93)  0.000
H (43.25, 10.11, -1.81)  0.000
H (43.69, 11.08, -0.39)  0.000
H (39.35, 12.26, -0.41)  0.000
H (37.97, 11.55, -0.32)  0.000

Calculated total energy in order - -144806.348, -76510.373, -58074.739, -112114.241 eV